No. 1
38
Properties=species:S:1:pos:R:3:nbo_charge:R:1 method="wB97M-V/def2-TZVPD" orbital_gap_ha=0.3108 e_lumo_ev=0.507 smiles="CC[C@@](C)(O)c1[nH]c2ccc(C(=O)OC)cc2c1C" e_homo_ev=-7.9509 e_above_lowest_kj_mol=1313.5 e_tot_ha=-863.0131
C -0.512 3.949 1.860 -0.60
C 0.733 3.240 2.592 -0.42
C 0.726 2.013 2.973 0.14
C 1.983 1.325 3.706 -0.55
O -0.273 1.732 3.947 -0.74
C 0.382 1.284 1.719 0.15
N -0.415 0.018 1.906 -0.55
C -0.712 -0.638 0.720 0.12
C -1.244 -1.635 0.236 -0.18
C -1.289 -2.183 -0.799 -0.29
C -0.549 -1.624 -1.720 -0.09
C -0.334 -2.218 -3.259 0.81
O 0.332 -1.551 -4.070 -0.66
O -1.048 -3.112 -3.454 -0.47
C -1.219 -3.515 -4.722 -0.32
C 0.415 -0.495 -1.554 -0.17
C 0.361 -0.036 -0.123 -0.05
C 1.045 0.983 0.565 -0.05
C 2.127 2.019 -0.197 -0.59
H -1.346 3.805 2.422 0.19
H -0.495 3.240 1.049 0.22
H -0.500 5.109 1.583 0.23
H 1.708 3.546 1.997 0.25
H 1.139 3.946 3.522 0.20
H 2.954 1.464 2.982 0.19
H 1.857 0.357 3.938 0.22
H 2.323 2.098 4.471 0.22
H -1.246 2.068 3.779 0.48
H -1.073 0.002 2.738 0.40
H -2.080 -2.003 0.892 0.18
H -1.963 -2.861 -1.316 0.23
H -0.163 -4.019 -4.981 0.20
H -1.461 -2.742 -5.529 0.24
H -1.692 -4.662 -4.705 0.21
H 1.047 -0.143 -2.276 0.23
H 2.736 1.983 0.697 0.22
H 2.393 1.560 -0.944 0.18
H 1.567 2.919 -0.478 0.21



No. 2
39
Properties=species:S:1:pos:R:3:nbo_charge:R:1 method="wB97M-V/def2-TZVPD" orbital_gap_ha=0.3406 e_lumo_ev=0.657 smiles="COc1ccc(CCNC(=O)COC(=O)C2CC2)cc1" e_homo_ev=-8.6113 e_above_lowest_kj_mol=156.5 e_tot_ha=-938.7012
C -2.983 3.950 0.861 -0.25
O -2.684 2.588 1.045 -0.50
C -1.379 2.223 1.204 0.30
C -0.294 3.090 1.145 -0.32
C 0.990 2.598 1.308 -0.15
C 1.226 1.250 1.532 -0.07
C 2.626 0.715 1.633 -0.43
C 3.208 0.481 0.228 -0.21
N 2.354 -0.378 -0.555 -0.62
C 2.623 -1.672 -0.791 0.65
O 3.663 -2.224 -0.506 -0.63
C 1.499 -2.425 -1.509 -0.18
O 0.346 -1.620 -1.725 -0.52
C -0.835 -2.078 -1.255 0.80
O -0.961 -3.115 -0.659 -0.60
C -1.923 -1.134 -1.587 -0.35
C -3.145 -1.123 -0.703 -0.40
C -3.233 -1.726 -2.057 -0.39
C 0.133 0.392 1.593 -0.20
C -1.151 0.867 1.438 -0.25
H -4.068 4.007 0.789 0.20
H -2.539 4.339 -0.061 0.17
H -2.646 4.554 1.710 0.18
H -0.433 4.146 0.976 0.22
H 1.824 3.285 1.263 0.20
H 3.270 1.419 2.163 0.22
H 2.625 -0.232 2.174 0.22
H 4.180 -0.012 0.298 0.24
H 3.319 1.436 -0.293 0.19
H 1.430 -0.035 -0.774 0.42
H 1.227 -3.304 -0.913 0.24
H 1.874 -2.765 -2.480 0.21
H -1.586 -0.209 -2.033 0.24
H -3.615 -0.170 -0.517 0.23
H -3.131 -1.796 0.141 0.23
H -3.281 -2.802 -2.128 0.23
H -3.763 -1.201 -2.836 0.22
H 0.289 -0.663 1.772 0.22
H -2.000 0.205 1.497 0.23



No. 3
41
Properties=species:S:1:pos:R:3:nbo_charge:R:1 method="wB97M-V/def2-TZVPD" orbital_gap_ha=0.3136 e_lumo_ev=-0.098 smiles="COc1ccc(/C=C/C(=O)O)cc1S(=O)(=O)N1CCCCC1" e_homo_ev=-8.6322 e_above_lowest_kj_mol=27.6 e_tot_ha=-1412.1104
C 0.417 -2.634 -3.269 -0.25
O 0.137 -2.078 -2.002 -0.49
C 0.703 -0.905 -1.667 0.42
C 1.520 -0.131 -2.493 -0.33
C 2.029 1.069 -2.038 -0.12
C 1.756 1.550 -0.754 -0.13
C 2.318 2.813 -0.334 -0.10
C 2.169 3.409 0.858 -0.33
C 2.813 4.698 1.124 0.75
O 3.495 5.323 0.349 -0.61
O 2.560 5.137 2.370 -0.68
C 0.940 0.763 0.068 -0.13
C 0.432 -0.429 -0.381 -0.40
S -0.593 -1.424 0.708 2.33
O -0.787 -0.650 1.906 -0.95
O -0.013 -2.727 0.838 -0.93
N -1.999 -1.524 -0.186 -0.69
C -3.002 -0.516 0.089 -0.22
C -4.208 -1.100 0.838 -0.42
C -3.717 -2.232 1.736 -0.41
C -3.215 -3.396 0.874 -0.42
C -2.523 -2.856 -0.389 -0.23
H 1.487 -2.819 -3.398 0.18
H -0.118 -3.582 -3.296 0.21
H 0.055 -1.990 -4.077 0.18
H 1.761 -0.459 -3.492 0.23
H 2.659 1.652 -2.694 0.22
H 2.927 3.330 -1.067 0.23
H 1.592 2.996 1.669 0.22
H 3.000 5.988 2.518 0.50
H 0.690 1.062 1.073 0.24
H -2.515 0.247 0.699 0.23
H -3.312 -0.061 -0.860 0.19
H -4.943 -1.489 0.129 0.19
H -4.686 -0.317 1.426 0.22
H -2.900 -1.853 2.352 0.22
H -4.514 -2.573 2.398 0.21
H -2.507 -3.992 1.450 0.22
H -4.048 -4.039 0.582 0.20
H -1.679 -3.483 -0.668 0.24
H -3.221 -2.803 -1.230 0.20